[1]
ORCA calculation (the ωB97M-V functional and the def2-TZVPD basis) on a 7-piece molecular cluster, C23H51FN3O22P overall in a non-equilibrium geometry.

Geometry as XYZ:
```
101
Properties=species:S:1:pos:R:3:lowdin_charge:R:1
C 0.5942 -1.2990 -1.7032 -0.12
C 1.9606 -2.1907 -1.8882 -0.16
C 1.7914 -3.7851 -1.4912 -0.30
F 3.0942 -4.4529 -1.7372 -0.08
O 0.7013 -4.4245 -2.2453 -0.19
P 0.9310 -6.1419 -2.4191 0.78
O -0.4904 -6.7389 -2.8898 -0.36
O 2.0774 -6.4892 -3.7288 -0.18
O 1.5308 -6.9558 -1.0014 -0.27
C 0.7750 -6.5885 0.2142 -0.15
C 1.8864 -6.6571 1.4621 -0.57
N 2.3792 -8.1058 1.4940 0.03
N 1.2799 -6.3649 2.8171 0.07
N 3.0188 -5.7409 1.0541 0.04
H 0.2355 -1.3466 -0.5853 0.07
H -0.2847 -1.5861 -2.4224 0.09
H 0.8487 -0.1558 -1.9179 0.08
H 2.3531 -2.0508 -2.9902 0.13
H 2.7736 -1.7077 -1.1596 0.13
H 1.4579 -3.8075 -0.3470 0.16
H 2.6312 -7.2399 -3.3520 0.08
H 0.0000 -7.4549 0.4608 0.15
H 0.2306 -5.5509 0.1465 0.13
H 2.8532 -8.3069 2.4046 0.08
H 3.0698 -8.2338 0.6996 0.08
H 0.4319 -6.9753 2.9268 0.09
H 1.0315 -5.3561 2.9233 0.08
H 3.6530 -6.1639 0.3417 0.08
H 3.5337 -5.3397 1.8687 0.09
C -2.5887 -1.9561 2.0640 -0.04
O -2.3687 -1.3470 3.3348 -0.01
C -1.2672 -1.7978 3.9866 -0.56
O -0.4902 -2.6472 3.5793 0.09
O -1.1800 -1.1398 5.1702 -0.01
C -0.0595 -1.5151 5.9690 -0.05
H -3.4946 -1.5209 1.6330 0.10
H -1.7527 -1.7507 1.3876 0.09
H -2.7435 -3.0343 2.1741 0.10
H 0.8776 -1.2921 5.4487 0.10
H -0.1131 -2.5756 6.2354 0.10
H -0.0894 -0.9272 6.8906 0.10
C 6.4311 -0.4802 -0.8399 -0.05
O 5.4777 0.5717 -0.9770 -0.02
C 5.4298 1.4229 0.0787 -0.56
O 6.1136 1.3529 1.0880 0.11
O 4.4894 2.3655 -0.1830 -0.02
C 4.3284 3.3363 0.8494 -0.05
H 6.3834 -1.0989 -1.7402 0.09
H 7.4442 -0.0742 -0.7544 0.10
H 6.1905 -1.1092 0.0233 0.10
H 5.2575 3.8948 1.0025 0.10
H 4.0037 2.8599 1.7801 0.10
H 3.5524 4.0393 0.5342 0.09
C -3.0569 -6.4867 5.5410 -0.05
O -4.0859 -6.6212 4.5626 -0.01
C -3.8091 -7.5161 3.5808 -0.56
O -2.7895 -8.1808 3.4829 0.10
O -4.8631 -7.5430 2.7266 -0.01
C -4.7107 -8.4480 1.6348 -0.05
H -3.3845 -5.7467 6.2765 0.09
H -2.8903 -7.4367 6.0592 0.10
H -2.1308 -6.1278 5.0806 0.09
H -4.6102 -9.4763 1.9968 0.10
H -3.8507 -8.1675 1.0181 0.10
H -5.6111 -8.3873 1.0172 0.10
C -2.2560 4.6327 -0.4768 -0.03
O -1.7090 3.7984 -1.4961 -0.02
C -0.3802 3.9740 -1.7078 -0.59
O 0.3430 4.7588 -1.1143 0.11
O 0.0046 3.1253 -2.6942 -0.06
C 1.3897 3.2004 -3.0258 -0.05
H -3.3229 4.4081 -0.3927 0.10
H -1.7831 4.4236 0.4883 0.10
H -2.1465 5.6891 -0.7423 0.08
H 2.0083 2.9342 -2.1626 0.09
H 1.6451 4.1995 -3.3933 0.10
H 1.5856 2.4798 -3.8246 0.10
C -3.6806 8.3020 -6.3292 -0.05
O -2.8041 7.1864 -6.4755 -0.01
C -2.3890 6.6451 -5.3025 -0.54
O -2.6993 7.0293 -4.1857 0.10
O -1.5685 5.6025 -5.5872 0.01
C -1.0517 4.9320 -4.4393 -0.04
H -3.9490 8.6543 -7.3291 0.09
H -4.5984 8.0065 -5.8105 0.10
H -3.1806 9.1190 -5.7991 0.10
H -1.8643 4.5018 -3.8450 0.10
H -0.4465 5.6142 -3.8336 0.11
H -0.4095 4.1170 -4.7845 0.10
C -0.2905 10.7099 2.1407 -0.05
O -0.9265 10.7284 0.8643 -0.01
C -1.4267 9.5294 0.4723 -0.56
O -1.3718 8.4875 1.1068 0.11
O -1.9983 9.6904 -0.7478 -0.01
C -2.5709 8.5015 -1.2891 -0.06
H 0.0714 11.7198 2.3527 0.09
H -1.0029 10.4282 2.9230 0.10
H 0.5682 10.0307 2.1345 0.10
H -3.3743 8.1316 -0.6440 0.10
H -1.8034 7.7341 -1.4325 0.08
H -2.9987 8.7465 -2.2651 0.08
```

Values from the calculation:
SMILES string ... CC[C@H](F)O[P@@](=O)(O)OCC(N)(N)N.COC(=O)OC.COC(=O)OC.COC(=O)OC.COC(=O)OC.COC(=O)OC.COC(=O)OC
Electronic energy ... -3167.733553 a.u.
M ... 771.632 u
HOMO level ... -9.01 eV

=====

[2]
ORCA calculation (the ωB97M-V functional and the def2-TZVPD basis) on C23H52BiOP4 as an isolated structure in a non-equilibrium geometry.

Geometry as XYZ:
```
81
Properties=species:S:1:pos:R:3:lowdin_charge:R:1
Bi 0.0502 -0.2731 -0.4636 1.33
P 0.6793 -2.7937 -1.4404 0.68
P 2.6501 0.2596 0.4196 0.70
P -2.6126 0.6003 -0.7227 0.67
H 1.9719 4.5142 -0.0646 0.06
C 0.8975 4.6194 0.1237 -0.07
C 0.3527 4.3847 1.3289 -0.09
H 0.9549 4.0804 2.1925 0.05
C 1.5340 -2.8549 -3.0539 -0.24
C 1.7395 -3.8395 -0.3766 -0.24
C -0.7899 -3.8507 -1.6968 -0.24
C 2.8380 1.8160 1.3584 -0.22
C 3.5345 -0.9774 1.4328 -0.23
C 3.7674 0.5090 -1.0075 -0.25
C -2.6696 2.4066 -0.4201 -0.24
C -3.9447 -0.0715 0.3337 -0.26
C -3.2595 0.4198 -2.4195 -0.24
H 0.2881 4.9618 -0.7209 0.06
H -0.7146 4.5513 1.5153 0.06
H 1.6346 -3.9024 -3.3746 0.08
H 2.5360 -2.4095 -2.9671 0.05
H 0.9630 -2.2990 -3.8103 0.05
H 1.8310 -4.8369 -0.8317 0.08
H 1.2975 -3.9460 0.6246 0.05
H 2.7404 -3.3986 -0.2811 0.04
H -0.4801 -4.8104 -2.1369 0.08
H -1.4942 -3.3539 -2.3788 0.06
H -1.3020 -4.0417 -0.7424 0.05
H 3.8752 2.1642 1.2438 0.08
H 2.6462 1.6296 2.4240 0.05
H 2.1547 2.6060 1.0128 0.00
H 4.6085 -0.9132 1.2092 0.08
H 3.1815 -1.9919 1.2062 0.02
H 3.3741 -0.7773 2.5002 0.05
H 4.7965 0.5493 -0.6172 0.07
H 3.5453 1.4538 -1.5245 0.07
H 3.6978 -0.3282 -1.7190 0.05
H -3.3577 2.8726 -1.1393 0.07
H -1.6690 2.8476 -0.5400 0.02
H -3.0190 2.6118 0.6011 0.05
H -4.9213 0.2730 -0.0373 0.08
H -3.8217 0.2516 1.3772 0.04
H -3.9176 -1.1698 0.2993 0.05
H -4.1124 1.0992 -2.5624 0.07
H -3.5863 -0.6181 -2.5756 0.06
H -2.4817 0.6597 -3.1571 0.03
C 0.4163 1.4352 -3.3678 -0.33
C 1.1171 0.5923 -4.2346 -0.03
C 0.8077 0.6634 -5.5957 -0.04
C -0.1330 1.5888 -6.0591 -0.04
C -0.7679 2.4626 -5.1733 -0.03
C -0.4880 2.3969 -3.8055 -0.03
O 0.5367 1.2995 -1.9823 -0.33
H 1.2936 0.5188 -1.6954 -0.02
H 1.8605 -0.1093 -3.8441 0.10
H 1.3120 -0.0042 -6.2959 0.13
H -0.3655 1.6352 -7.1248 0.13
H -1.4815 3.2019 -5.5373 0.13
H -0.9627 3.0529 -3.0725 0.12
C -1.2151 -3.1930 2.5682 -0.12
C -1.7632 -1.7822 2.7845 -0.39
P -0.5531 -0.4458 2.4077 0.88
C -1.3332 1.1278 2.9715 -0.38
C -2.0482 1.0986 4.3186 -0.10
C 0.8115 -0.7604 3.6022 -0.40
C 0.4119 -1.1051 5.0345 -0.10
H -0.8730 -3.3556 1.5360 0.03
H -2.0144 -3.9193 2.7655 0.10
H -0.3864 -3.4260 3.2496 0.08
H -2.6430 -1.6130 2.1432 0.06
H -2.0968 -1.6528 3.8240 0.08
H -0.5276 1.8788 2.9798 0.08
H -2.0322 1.4378 2.1783 0.04
H -1.3451 1.1346 5.1577 0.07
H -2.6902 1.9850 4.4007 0.10
H -2.6931 0.2207 4.4398 0.08
H 1.4038 -1.5848 3.1758 0.06
H 1.4582 0.1315 3.5909 0.07
H -0.3275 -1.9126 5.0881 0.08
H 1.3035 -1.4454 5.5762 0.10
H 0.0214 -0.2364 5.5742 0.07
```

Values from the calculation:
Electronic energy ... -2561.778923 a.u.
ΔE to the lowest compared entry with this formula, charge and spin ... 23.58 kJ/mol
Net charge ... +3
M ... 677.544 u
HOMO level ... -16.39 eV

=====

[3]
ORCA calculation (the ωB97M-V functional and the def2-TZVPD basis) on C23H52IN2O2PS2Ta as an isolated structure in a non-equilibrium geometry.

Geometry as XYZ:
```
84
Properties=species:S:1:pos:R:3:lowdin_charge:R:1
C 4.5900 2.1596 -0.0916 -0.12
C 4.6238 0.7588 -0.6993 -0.26
C 4.9976 -0.2780 0.3652 -0.21
C 5.5255 -1.5866 -0.2465 -0.21
C 4.5145 -2.7224 -0.2143 -0.21
C 3.5733 -2.7121 -1.4367 -0.22
C 2.2049 -3.2534 -1.0349 -0.22
C 1.3508 -3.8095 -2.1920 -0.18
N -0.0061 -3.2669 -2.3228 -0.21
C -0.7934 -3.2738 -1.0748 -0.17
C -2.1491 -3.9782 -1.2834 -0.16
C -3.2948 -3.3981 -0.4493 -0.21
C -3.1633 -3.5294 1.0698 -0.19
C -2.2440 -2.4974 1.7653 -0.28
C -1.1964 -3.2055 2.6234 -0.23
C -0.3193 -2.2370 3.4210 -0.26
C 0.3985 -1.2423 2.5060 -0.16
C -0.0750 -2.0529 -2.9772 -1.08
S 0.8509 -0.7421 -2.7194 0.69
S -1.3893 -1.9422 -4.1692 0.89
C -2.1476 -0.3678 -3.6598 -0.49
C -2.5571 -0.4684 -2.1965 -0.43
C -2.9544 0.8995 -1.5820 -0.41
Ta -2.0018 0.9756 0.5329 1.19
P -0.9790 3.3304 0.0811 0.09
O -2.2760 4.2878 -0.4331 -0.57
I 0.5353 2.9843 -1.8332 0.20
H 4.1585 2.1207 0.9047 0.07
H 3.9958 2.8443 -0.6869 0.04
H 5.5879 2.5764 0.0080 0.07
H 3.6787 0.5010 -1.1667 0.09
H 5.4153 0.7590 -1.4429 0.10
H 4.1796 -0.4543 1.0581 0.11
H 5.8003 0.1731 0.9474 0.10
H 5.9284 -1.4197 -1.2398 0.10
H 6.3764 -1.9060 0.3564 0.10
H 3.8767 -2.6675 0.6614 0.10
H 5.0263 -3.6824 -0.2158 0.10
H 3.9669 -3.3610 -2.2208 0.11
H 3.5067 -1.7158 -1.8555 0.07
H 2.3581 -4.0525 -0.3090 0.11
H 1.6946 -2.4682 -0.4903 0.08
H 1.8770 -3.6391 -3.1258 0.11
H 1.2784 -4.8890 -2.0853 0.12
H -0.9478 -2.2415 -0.7797 0.07
H -0.2805 -3.8031 -0.2825 0.11
H -2.0204 -5.0231 -1.0146 0.11
H -2.3997 -3.8498 -2.3300 0.08
H -4.1838 -3.9667 -0.7273 0.10
H -3.5205 -2.3678 -0.7102 0.07
H -4.1607 -3.3761 1.4770 0.10
H -2.8942 -4.5408 1.3665 0.10
H -2.8447 -1.9058 2.4509 0.10
H -1.7926 -1.7943 1.0783 -0.02
H -0.5321 -3.7939 1.9937 0.10
H -1.7347 -3.8388 3.3249 0.10
H 0.3888 -2.8296 3.9964 0.09
H -0.9294 -1.6494 4.1036 0.10
H -0.3142 -0.4907 2.1859 -0.10
H 1.2176 -0.7572 3.0263 0.07
H 0.7995 -1.7457 1.6339 0.05
H -1.4689 0.4628 -3.8151 0.04
H -3.0445 -0.2772 -4.2630 0.07
H -1.7638 -0.8990 -1.5928 -0.02
H -3.4057 -1.1472 -2.1392 0.08
H -4.0307 0.8872 -1.4249 0.02
H -2.6229 1.7296 -2.2014 0.00
H -0.4526 0.1059 -0.0432 -0.11
H -1.3273 0.8237 2.2671 -0.14
H -3.4928 1.8508 1.2274 -0.16
H -2.8716 -0.6461 0.7662 -0.09
H -3.0606 3.8380 -0.0780 -0.02
C -2.1079 7.2166 0.2798 -0.02
C -2.7508 7.4071 1.6298 -0.55
O -3.8897 7.0455 1.8730 0.03
N -2.0038 8.0120 2.5984 0.00
C -0.6439 8.5037 2.5028 -0.09
H -2.8094 6.7234 -0.3803 0.07
H -1.8426 8.1850 -0.1515 0.08
H -1.2203 6.5902 0.3649 0.07
H -2.4879 8.1094 3.4761 0.13
H -0.0158 7.9904 3.2336 0.08
H -0.6242 9.5747 2.7190 0.08
H -0.2371 8.3366 1.5121 0.07
```

Values from the calculation:
Electronic energy ... -2659.799026 a.u.
Net charge ... -1
M ... 791.641 u
HOMO level ... -4.48 eV

=====

[4]
ORCA calculation (the ωB97M-V functional and the def2-TZVPD basis) on a 6-piece molecular cluster, C23H52NO18P2 overall in a non-equilibrium geometry.

Geometry as XYZ:
```
96
Properties=species:S:1:pos:R:3:lowdin_charge:R:1
C 3.5723 -3.4188 -1.0851 -0.10
C 3.0564 -2.4760 0.0149 -0.25
C 2.7467 -1.0411 -0.4339 -0.21
N 1.2666 -0.7619 -0.4285 -0.22
P 0.2805 -1.8543 -1.1781 1.02
P -1.1759 -2.6290 0.3017 0.29
O -0.9714 -4.0728 0.3731 -0.27
O -0.8931 -1.8152 1.6156 -0.12
O -2.5511 -2.1132 -0.2396 -0.13
H 2.8214 -4.1425 -1.4068 0.06
H 4.4217 -3.9966 -0.7310 0.08
H 3.9025 -2.8619 -1.9615 0.08
H 2.1864 -2.9208 0.5123 0.08
H 3.8213 -2.4037 0.7855 0.11
H 3.1721 -0.8274 -1.4145 0.11
H 3.1736 -0.3294 0.2655 0.11
H 1.0527 0.1776 -0.7596 0.08
H 1.0009 -2.9824 -1.5560 0.02
H -0.3628 -1.3230 -2.3050 0.01
H 0.0599 -1.8758 1.8053 0.08
H -3.3073 -2.3810 0.3106 0.13
C -3.7473 -1.9391 -3.2974 -0.05
C -4.7954 -1.2107 -2.4839 -0.22
O -5.5339 -0.3015 -3.2955 0.02
C -6.5045 -0.8434 -4.0456 -0.61
O -6.8307 -2.0000 -4.0279 0.14
O -7.0282 0.1161 -4.7948 0.01
C -8.0783 -0.3162 -5.6749 -0.02
H -3.1302 -1.2230 -3.8369 0.05
H -3.1001 -2.5302 -2.6506 0.06
H -4.2025 -2.6076 -4.0267 0.09
H -4.3311 -0.5743 -1.7294 0.11
H -5.4658 -1.9084 -1.9813 0.13
H -8.8446 -0.8514 -5.1201 0.10
H -7.6736 -0.9570 -6.4556 0.10
H -8.4866 0.5914 -6.1065 0.10
C 2.4067 2.1059 -3.9764 -0.05
C 1.3913 2.9968 -3.2960 -0.20
O 0.1292 3.0202 -3.9742 0.06
C -0.6785 1.9825 -3.8323 -0.61
O -0.4373 0.9502 -3.2362 0.05
O -1.8011 2.2858 -4.4612 0.03
C -2.8235 1.2915 -4.4969 -0.02
H 2.5255 2.3982 -5.0193 0.09
H 3.3719 2.1958 -3.4773 0.08
H 2.0945 1.0623 -3.9489 0.07
H 1.7257 4.0318 -3.2992 0.13
H 1.2157 2.7061 -2.2596 0.09
H -3.0415 0.9327 -3.4944 0.07
H -2.5218 0.4645 -5.1381 0.10
H -3.7024 1.7772 -4.9061 0.11
C -1.5441 2.1377 -0.5272 -0.05
C -1.9573 1.8853 0.9068 -0.21
O -1.4267 2.8781 1.7919 0.03
C -2.1086 4.0348 1.8113 -0.61
O -3.1018 4.2648 1.1749 0.13
O -1.4893 4.8628 2.6393 0.01
C -2.0884 6.1647 2.7453 -0.02
H -0.4582 2.2343 -0.5990 0.05
H -1.8611 1.3147 -1.1686 0.06
H -1.9871 3.0591 -0.9043 0.10
H -1.5447 0.9466 1.2801 0.11
H -3.0417 1.8402 1.0040 0.13
H -3.1454 6.0796 2.9839 0.10
H -1.9642 6.7119 1.8130 0.10
H -1.5568 6.6636 3.5484 0.10
C 7.0602 2.0600 2.4680 -0.06
C 6.9390 2.2504 0.9741 -0.20
O 5.5975 1.9697 0.5073 0.03
C 4.7205 2.9513 0.6890 -0.61
O 4.9211 4.0275 1.1755 0.15
O 3.5311 2.5252 0.2271 -0.03
C 2.4532 3.4488 0.4110 -0.03
H 6.7343 1.0591 2.7539 0.08
H 8.0988 2.1844 2.7724 0.09
H 6.4557 2.7895 3.0049 0.08
H 7.5650 1.5457 0.4317 0.12
H 7.2145 3.2596 0.6733 0.13
H 2.6963 4.4284 0.0058 0.10
H 2.1872 3.5448 1.4621 0.11
H 1.6208 3.0218 -0.1416 0.05
C -0.0721 -4.2072 3.7865 -0.06
C 1.3602 -4.2885 4.2692 -0.21
O 1.5507 -3.5988 5.5104 0.03
C 1.1627 -4.2794 6.5978 -0.61
O 0.7008 -5.3893 6.5980 0.13
O 1.3726 -3.5136 7.6601 0.01
C 0.9739 -4.0997 8.9082 -0.03
H -0.4118 -3.1711 3.7505 0.07
H -0.1668 -4.6511 2.7946 0.07
H -0.7356 -4.7437 4.4632 0.09
H 2.0413 -3.7889 3.5783 0.11
H 1.6839 -5.3238 4.3674 0.13
H 1.4235 -5.0819 9.0303 0.10
H -0.1100 -4.1835 8.9550 0.10
H 1.3317 -3.4207 9.6750 0.10
```

Values from the calculation:
Electronic energy ... -2999.249461 a.u.
Net charge ... +1
M ... 692.606 u
HOMO level ... -12.60 eV

=====

Q: Among the records above, which one has the lowest HOMO level?
A: C23H52BiOP4

=====

Q: Among the records above, which one has the highest HOMO level?
A: C23H52IN2O2PS2Ta